(1)
Molecular formula: C4H9NO
Method: DFT, ωB97M-V/def2-TZVPD

Its relative energy (zero: lowest compared OMol25 entry of this formula, charge and spin) is 3.456 eV. The value obtained for the largest force on an atom is 6.0 eV/A. The calculation puts the LUMO energy at 0.936 eV. The structure (SMILES) is NC1(CO)CC1. As for the total energy: -287.7055 hartree.

```
15
Properties=species:S:1:pos:R:3:forces:R:3
N 0.253287 1.588877 0.053103 4.7 3.7 -0.8
C 0.168021 0.202693 0.001231 0.1 1.3 -1.6
C -1.100276 -0.261574 -0.531798 -1.4 -1.9 -2.3
O -2.085668 -0.104471 0.447925 -1.0 0.4 0.3
C 1.350773 -0.619835 -0.444819 1.9 0.6 -1.8
C 0.817443 -0.600811 0.976200 0.3 -3.0 3.7
H 1.276068 2.090425 0.138691 -3.8 -2.0 -0.1
H -0.499957 2.172791 0.327431 -0.5 0.0 0.4
H -0.938513 -1.353803 -0.738205 -0.4 0.6 0.1
H -1.437482 0.187766 -1.561516 1.0 -0.3 1.9
H -2.943733 -0.288437 0.051129 0.0 0.0 0.2
H 2.203152 0.080656 -0.802959 -1.1 -1.2 1.5
H 1.385507 -1.494986 -1.164412 -0.8 1.0 1.2
H 1.475150 -0.201680 1.802971 -1.0 0.0 -1.2
H 0.076230 -1.397613 1.445023 2.1 1.0 -1.3
```
Forces are in eV/Å.

Atomic charges from the Mulliken analysis, expressed in e, are listed below: number 1, N, carries -0.602; number 2, C, carries 1.159; number 3, C, carries -0.700; number 4, O, carries -0.522; number 5, C, carries -0.853; number 6, C, carries -0.620; number 7, H, carries 0.209; number 8, H, carries 0.164; number 9, H, carries 0.265; number 10, H, carries 0.359; number 11, H, carries 0.318; number 12, H, carries 0.228; number 13, H, carries 0.179; number 14, H, carries 0.245; number 15, H, carries 0.172



(2)
Molecular formula: C14H29FN3O5S2
Method: DFT, ωB97M-V/def2-TZVPD

The value obtained for the largest force on an atom is 1.6 eV/A. The calculation puts the LUMO energy at -3.393 eV. Its net charge is +1. As for the total energy: -1987.2595 hartree.

```
54
Properties=species:S:1:pos:R:3:forces:R:3
C -2.060421 -2.279993 5.682249 -0.3 -0.1 -0.1
C -2.206061 -1.450526 4.418251 0.4 0.0 0.3
F -3.103178 -2.096225 3.562751 0.0 0.2 0.0
C -0.895110 -1.181476 3.636575 0.1 0.1 -0.2
C -0.800111 -2.046728 2.367587 0.0 0.4 0.2
N 0.634649 -2.331590 2.021984 -0.8 -1.4 0.3
C 1.255009 -3.009099 2.988583 0.4 0.5 -0.3
N 2.039291 -4.079765 2.736496 -0.5 -0.1 0.6
O 1.593387 -5.047794 1.850720 0.2 0.5 -0.7
N 1.102126 -2.607935 4.265424 -0.5 0.0 -0.6
C 0.425994 -1.312719 4.415969 0.3 0.4 0.0
H -1.789684 -1.652904 6.532667 0.2 -0.1 -0.1
H -1.353313 -3.105343 5.572168 0.0 0.0 0.0
H -3.032017 -2.720644 5.914884 0.1 0.1 0.0
H -2.636535 -0.482999 4.686342 -0.2 -0.1 -0.1
H -0.913045 -0.134471 3.321338 -0.1 -0.1 0.0
H -1.262882 -1.538981 1.528809 0.1 -0.2 -0.1
H -1.283521 -3.012164 2.515880 -0.1 0.1 -0.1
H 0.702872 -2.824306 1.131773 0.2 0.6 -0.3
H 2.993403 -4.155387 3.051131 -0.1 -0.3 0.3
H 0.849026 -5.484162 2.287715 0.2 -0.2 0.1
H 0.793654 -3.373625 4.851699 0.5 0.1 0.4
H 0.366869 -1.066364 5.473387 -0.2 -0.1 0.0
H 1.113068 -0.588845 3.971551 0.0 0.0 0.1
C -2.592680 0.501074 -2.380075 0.0 0.0 0.1
C -1.966365 1.614868 -1.529624 0.0 0.0 -0.1
C -0.921453 0.961663 -0.616483 -0.1 0.2 0.0
S -0.335538 -0.492396 -1.500971 -0.1 0.3 -0.2
O -0.709063 -1.675678 -0.749107 0.2 -0.1 0.2
O 1.034264 -0.306011 -1.910926 0.1 -0.2 0.2
C -1.425525 -0.329202 -2.905719 -0.2 0.0 -0.1
H -3.186670 0.903740 -3.197838 0.0 0.0 0.0
H -3.246010 -0.124014 -1.766800 0.0 0.0 0.0
H -1.476863 2.342711 -2.175523 0.0 0.0 0.0
H -2.715882 2.145139 -0.944903 0.0 0.0 0.0
H -0.071094 1.610887 -0.418087 0.0 -0.1 0.0
H -1.354463 0.621523 0.323599 0.0 -0.1 0.0
H -1.703412 -1.320906 -3.255377 0.1 0.0 0.0
H -0.870846 0.203136 -3.678111 0.0 0.0 0.0
C 2.250898 2.165920 -4.425777 0.0 0.1 0.0
C 2.654946 3.409271 -5.231458 0.0 0.0 0.0
C 1.669191 4.528641 -4.871872 0.1 0.0 -0.2
S 1.117942 4.180852 -3.196180 0.2 0.0 -0.1
O -0.297312 3.877763 -3.229907 0.0 0.0 0.0
O 1.622131 5.174650 -2.286208 -0.1 0.0 0.1
C 2.020798 2.650238 -2.998427 0.1 -0.1 -0.1
H 3.013883 1.390703 -4.461021 0.0 0.0 0.0
H 1.326921 1.745756 -4.830302 0.0 0.0 0.0
H 3.668415 3.707368 -4.957932 0.0 0.0 0.0
H 2.648508 3.216453 -6.302710 0.0 0.0 0.0
H 2.121533 5.516726 -4.881994 -0.1 0.0 0.0
H 0.787991 4.519702 -5.510242 -0.1 0.0 0.1
H 1.440085 1.959551 -2.394041 0.0 0.1 0.0
H 2.962203 2.883919 -2.501914 0.0 0.1 0.0
```
Forces are in eV/Å.

Atomic charges from the Mulliken analysis, expressed in e, are listed below: number 1, C, carries -1.262; number 2, C, carries 0.304; number 3, F, carries -0.352; number 4, C, carries 0.385; number 5, C, carries -0.889; number 6, N, carries 0.013; number 7, C, carries 0.121; number 8, N, carries -0.076; number 9, O, carries -0.373; number 10, N, carries -0.261; number 11, C, carries -1.132; number 12, H, carries 0.341; number 13, H, carries 0.237; number 14, H, carries 0.390; number 15, H, carries 0.296; number 16, H, carries 0.282; number 17, H, carries 0.387; number 18, H, carries 0.293; number 19, H, carries 0.458; number 20, H, carries 0.255; number 21, H, carries 0.369; number 22, H, carries 0.342; number 23, H, carries 0.440; number 24, H, carries 0.414; number 25, C, carries -0.728; number 26, C, carries -0.161; number 27, C, carries -0.580; number 28, S, carries 1.143; number 29, O, carries -0.671; number 30, O, carries -0.692; number 31, C, carries -0.632; number 32, H, carries 0.393; number 33, H, carries 0.348; number 34, H, carries -0.121; number 35, H, carries 0.424; number 36, H, carries 0.497; number 37, H, carries 0.207; number 38, H, carries 0.457; number 39, H, carries 0.212; number 40, C, carries -0.525; number 41, C, carries -0.708; number 42, C, carries -0.676; number 43, S, carries 1.197; number 44, O, carries -0.698; number 45, O, carries -0.711; number 46, C, carries 0.016; number 47, H, carries 0.428; number 48, H, carries 0.167; number 49, H, carries 0.315; number 50, H, carries 0.358; number 51, H, carries 0.350; number 52, H, carries 0.372; number 53, H, carries -0.312; number 54, H, carries 0.350